Below is 2 unconnected molecules or ions with the total composition CH6NS at a distorted geometry, with properties calculated with wB97M-V/def2-TZVPD.

Computed properties:
* relative energy (zero: lowest compared OMol25 entry of this formula, charge and spin): 0.1494 eV
* gap between HOMO and LUMO: 0.2445 Eh
* total charge: -1
* HOMO level: -2.1705 eV
* E: -494.6590 Eh
* maximum force: 1.39 eV/A

Geometry as XYZ:
```
9
Properties=species:S:1:pos:R:3:forces:R:3
S 0.9913 -0.4004 -1.4157 0.11 0.06 0.24
N -2.2839 0.1066 -0.0270 -1.06 0.37 -0.16
H -1.6272 -0.5899 -0.3600 0.44 0.26 -0.15
H 2.1010 0.8548 0.3640 0.31 0.23 0.24
C 1.7210 -0.1514 0.2769 -0.65 -0.92 -0.81
H 2.4919 -0.9180 0.4174 0.13 0.40 0.18
H -1.7848 0.7621 0.5547 0.39 -0.12 0.11
H 0.9468 -0.3356 1.0271 0.08 0.19 0.14
H -2.5561 0.6718 -0.8374 0.24 -0.47 0.21
```
Forces are in eV/Å.